The following is a quantum chemistry calculation of a molecular structure, C10H13IrNO5, from the OMol25 dataset.

For the highest occupied orbital energy (spin up / spin down), the calculation gives -16.931 / -21.247 eV. For the energy above the lowest of the compared OMol25 structures with the same formula, charge and spin, the calculation gives 0.376 eV. For the energy, the calculation gives -922.70106 Eh. The value obtained for the HOMO-LUMO gap (spin up / spin down) is 5.081 / 5.831 eV. The spin multiplicity is 5. Its net charge is +3.

Structure (XYZ):
```
30
Properties=species:S:1:pos:R:3:lowdin_spin:R:1
Ir 0.018 0.664 -0.785 1.374
O 0.695 -0.857 -3.441 0.036
C 0.399 -0.253 -2.499 0.132
C -0.057 1.942 0.779 0.167
O -0.033 2.492 1.786 0.051
C -1.640 1.444 -1.466 0.168
O -2.650 1.920 -1.777 0.096
C 2.012 1.098 -0.735 0.141
O 3.148 1.279 -0.589 0.017
C 0.708 3.482 -3.236 0.442
H 1.636 2.918 -3.395 0.014
H -0.102 2.941 -3.742 0.012
C 0.540 4.254 -2.076 0.451
H -0.419 4.360 -1.551 0.013
H 1.340 4.288 -1.326 0.014
C -0.864 -3.264 2.626 0.049
N -0.001 -2.353 1.829 0.313
C 1.445 -2.220 2.020 0.032
C -0.431 -1.507 0.955 -0.021
C -1.860 -1.276 0.487 0.021
O 0.572 -0.799 0.493 0.390
H -0.199 -3.832 3.255 0.001
H -1.425 -3.896 1.936 0.019
H -1.570 -2.665 3.208 0.022
H 1.940 -2.401 1.066 0.015
H 1.672 -1.195 2.305 0.016
H 1.766 -2.916 2.767 0.000
H -2.224 -0.302 0.830 0.003
H -1.913 -1.292 -0.610 0.007
H -2.503 -2.053 0.886 0.004
```